The following is a DFT calculation (ωB97M-V/def2-TZVPD) of C4H6O2 in the gas phase.

Geometry as XYZ:
```
12
Properties=species:S:1:pos:R:3
C 1.54 0.35 -0.87
C 0.75 1.06 0.22
C -0.41 0.32 0.79
O -0.64 -0.85 0.29
C -1.92 -0.69 1.06
O -2.95 -0.46 0.50
H 1.98 -0.58 -0.51
H 0.89 0.09 -1.72
H 2.34 0.99 -1.24
H 0.34 2.02 -0.14
H 1.38 1.35 1.07
H -1.77 -1.10 2.06
```

Calculated values
E_LUMO: 0.021 Eh
HOMO energy: -9.05 eV
Energy above the lowest of the compared OMol25 structures with the same formula, charge and spin: 340.6 kJ/mol
Multiplicity: 1